Record 1
ORCA calculation (ωB97M-V/def2-TZVPD) on a cluster of 2 separate species, C4H14N3O in total at a distorted geometry.

Each line ends with the natural charge from an NBO analysis.
Positions of all 22 atoms, in Å:
C1 -1.7674 -0.5918 1.2660  -0.63
C2 -0.4396 -1.3800 1.2067  -0.43
C3 0.7376 -0.4542 0.9497  -0.24
N1 0.7211 0.3230 -0.2879  -0.57
C4 0.2444 -0.1386 -1.4164  0.68
N2 0.2966 -1.4130 -1.8001  -0.77
N3 -0.1278 0.7380 -2.3852  -0.77
H1 -1.6581 0.4370 1.5808  0.22
H2 -2.4840 -1.1220 1.8930  0.24
H3 -2.2924 -0.7188 0.3097  0.21
H4 -0.3091 -1.9649 2.1254  0.24
H5 -0.3760 -2.2682 0.5634  0.20
H6 0.7639 0.3215 1.7171  0.23
H7 1.6548 -1.0238 1.1487  0.21
H8 0.9572 1.3157 -0.2099  0.46
H9 0.6924 -2.0688 -1.1243  0.42
H10 -0.2678 -1.8705 -2.5072  0.43
H11 -0.3332 0.4294 -3.3129  0.42
H12 -0.1941 1.7167 -2.1820  0.42
H13 2.0260 3.1295 1.2248  0.49
H14 0.9661 3.7159 0.4114  0.49
O1 1.1895 2.8879 0.8291  -0.95

- Total energy: -400.11013 Ha
- Highest occupied orbital energy: -14.24 eV
- HOMO-LUMO gap: 11.4 eV
- Lowest unoccupied orbital energy: -2.81 eV
- Charge: +1

=====

Record 2
ORCA calculation (ωB97M-V/def2-TZVPD) on a cluster of 2 separate species, C4H14N3O in total at a distorted geometry.

Each line ends with the natural charge from an NBO analysis.
Positions of all 22 atoms, in Å:
C1 0.0535 2.7358 0.1077  -0.63
C2 0.2538 1.8187 -1.0926  -0.43
C3 -0.6777 0.6120 -1.0802  -0.22
N1 -0.2722 -0.3613 -0.0421  -0.56
C4 -0.5352 -1.6682 -0.2381  0.69
N2 -0.8808 -2.1966 -1.4221  -0.78
N3 -0.3016 -2.5292 0.7482  -0.75
H1 -0.6838 3.5072 -0.0688  0.23
H2 1.0033 3.1673 0.4340  0.24
H3 -0.1490 2.2387 1.0541  0.19
H4 0.1823 2.3284 -2.0660  0.24
H5 1.3134 1.5562 -1.2146  0.22
H6 -1.6719 1.0403 -0.8871  0.22
H7 -0.6143 0.1302 -2.0474  0.19
H8 0.0302 0.0905 0.8080  0.45
H9 -0.9592 -1.6603 -2.2599  0.42
H10 -1.5620 -2.9495 -1.4623  0.42
H11 -0.5924 -3.4837 0.7006  0.42
H12 0.0828 -2.1664 1.6062  0.44
H13 1.7141 -0.3728 3.4157  0.49
H14 2.6007 -1.0330 2.4487  0.49
O1 1.6660 -0.8044 2.5582  -0.97

- Total energy: -400.11029 Ha
- Highest occupied orbital energy: -14.28 eV
- HOMO-LUMO gap: 11.6 eV
- Lowest unoccupied orbital energy: -2.70 eV
- Charge: +1

=====

Record 3
ORCA calculation (ωB97M-V/def2-TZVPD) on a cluster of 2 separate species, C4H14N3O in total at a distorted geometry.

Each line ends with the natural charge from an NBO analysis.
Positions of all 22 atoms, in Å:
C1 -1.7905 -0.9958 0.7638  -0.19
C2 -0.6681 -0.5712 1.7305  -0.39
C3 0.2771 0.3152 0.9656  -0.08
C4 1.5157 -0.3017 0.6458  0.08
N1 2.4897 0.3939 0.0488  -0.77
N2 -0.1039 1.5044 0.3225  -0.69
N3 -1.2086 -1.8110 -0.3500  -0.88
H1 -2.0691 0.0030 0.3436  0.11
H2 -2.5756 -1.4611 1.2845  0.23
H3 -0.1720 -1.3783 2.1941  0.25
H4 -1.0494 0.2734 2.5806  0.21
H5 1.6408 -1.4123 0.8180  0.25
H6 2.2429 1.2261 -0.4294  0.38
H7 3.3171 -0.0981 -0.2310  0.42
H8 -0.9803 1.3526 0.0717  0.41
H9 0.3722 1.5043 -0.6807  0.46
H10 -0.1450 2.5366 0.5764  0.44
H11 -1.9247 -2.3675 -0.9619  0.40
H12 -0.4960 -1.3189 -0.9400  0.35
H13 0.0338 0.4324 -2.5867  0.46
H14 0.7276 1.0056 -3.5196  0.49
O1 0.5663 1.1683 -2.6467  -0.94

- Total energy: -399.96133 Ha
- Highest occupied orbital energy: -12.12 eV
- HOMO-LUMO gap: 8.8 eV
- Lowest unoccupied orbital energy: -3.37 eV
- Charge: +1

=====

Record 4
ORCA calculation (ωB97M-V/def2-TZVPD) on a cluster of 2 separate species, C4H14N3O in total at a distorted geometry.

Each line ends with the natural charge from an NBO analysis.
Positions of all 22 atoms, in Å:
C1 -0.3574 -0.7808 -1.6417  -0.24
C2 1.0338 -0.7668 -0.9924  -0.40
C3 1.3842 0.4553 -0.0655  -0.33
N1 0.1718 2.9994 0.6322  -0.58
C4 0.1214 1.9262 1.3444  0.33
N2 0.5074 0.6795 1.0097  -0.21
N3 -1.4661 -0.9470 -0.6659  -0.69
H1 -0.3763 -1.5953 -2.3565  0.26
H2 -0.5060 0.1514 -2.1887  0.22
H3 1.8201 -0.7212 -1.7326  0.27
H4 1.0937 -1.6923 -0.4144  0.25
H5 1.6504 1.3482 -0.6465  0.21
H6 2.3998 0.1509 0.2600  0.34
H7 -0.1707 3.8501 1.0814  0.47
H8 0.7964 3.0986 -0.1507  0.44
H9 -0.5181 1.9757 2.2233  0.24
H10 -2.3497 -1.1663 -1.1457  0.46
H11 -1.5654 -0.1149 -0.0924  0.43
H12 -1.2683 -1.7798 -0.0545  0.48
H13 -1.2401 -3.0005 2.0206  0.52
H14 -0.4531 -1.6769 2.0883  0.50
O1 -0.7079 -2.3934 1.4877  -0.97

- Total energy: -399.63362 Ha
- Highest occupied orbital energy (alpha / beta): -19.39 / -19.39 eV
- HOMO-LUMO gap (alpha / beta): 11.7 / 7.6 eV
- <S²>: 0.7616
- Multiplicity: 2
- Lowest unoccupied orbital energy (alpha / beta): -7.69 / -11.81 eV
- Charge: +2

=====

Record 5
ORCA calculation (ωB97M-V/def2-TZVPD) on a cluster of 2 separate species, C4H14N4 in total.

Each line ends with the natural charge from an NBO analysis.
Positions of all 22 atoms, in Å:
N1 -1.5404 1.8495 -0.8469  -0.85
C1 -0.2175 2.2544 -0.8805  0.00
C2 0.7986 1.6017 -1.4239  -0.15
N2 2.1104 2.1693 -1.3647  -0.86
H1 -2.1784 2.5574 -0.5373  0.37
H2 -1.7959 0.9160 -0.5438  0.41
H3 -0.0035 3.2148 -0.4258  0.19
H4 0.6960 0.6294 -1.8992  0.16
H5 2.4643 2.4355 -2.2706  0.36
H6 2.7967 1.6008 -0.8973  0.35
N3 -1.9490 -0.7531 0.9995  -0.84
C3 -0.9963 -1.8683 0.8956  -0.22
C4 0.4178 -1.3508 0.7606  -0.23
N4 1.3500 -2.4466 0.5087  -0.84
H7 -1.7440 -0.2224 1.8381  0.35
H8 -2.8743 -1.1370 1.1471  0.36
H9 -1.2683 -2.4888 0.0409  0.20
H10 -1.0199 -2.5258 1.7755  0.16
H11 0.5037 -0.6123 -0.0357  0.21
H12 0.6607 -0.7806 1.6780  0.15
H13 2.2146 -2.0981 0.1246  0.36
H14 1.5750 -2.9450 1.3570  0.35

- Total energy: -379.78887 Ha
- SMILES string: N/C=C/N.NCCN
- Highest occupied orbital energy: -7.78 eV
- HOMO-LUMO gap: 8.8 eV
- Lowest unoccupied orbital energy: 1.02 eV

=====

Record 6
ORCA calculation (ωB97M-V/def2-TZVPD) on an isolated molecule of C4H14N4 at a distorted geometry.

Each line ends with the natural charge from an NBO analysis.
Positions of all 22 atoms, in Å:
C1 0.6708 -0.7582 -1.9412  -0.65
C2 1.1322 0.3511 -1.0197  0.14
N1 0.9167 1.6775 -1.4671  -0.89
N2 0.3438 0.4831 0.3801  -0.36
C3 1.0732 0.0888 1.5875  -0.45
N3 -1.0106 0.0639 0.3003  -0.16
C4 -1.2636 -1.3152 0.7065  -0.44
N4 -1.8117 0.9275 1.1670  -0.69
H1 0.9087 -1.7416 -1.5348  0.21
H2 -0.3998 -0.6803 -2.1230  0.22
H3 1.1892 -0.6401 -2.8923  0.23
H4 2.1681 0.2121 -0.6932  0.17
H5 0.0723 1.7243 -2.0317  0.34
H6 0.5304 1.8822 -0.3260  0.41
H7 1.9847 0.6839 1.6360  0.21
H8 0.4619 0.2969 2.4647  0.22
H9 1.3497 -0.9707 1.5927  0.18
H10 -2.2809 -1.5663 0.4056  0.20
H11 -1.1557 -1.4756 1.7855  0.18
H12 -0.5810 -1.9797 0.1831  0.20
H13 -1.5262 1.8885 0.9886  0.36
H14 -2.7723 0.8481 0.8314  0.35

- Total energy: -379.68821 Ha
- SMILES string: C[C@@H](N)N(C)N(C)N
- Highest occupied orbital energy: -8.15 eV
- HOMO-LUMO gap: 9.1 eV
- Lowest unoccupied orbital energy: 1.00 eV

=====

Record 7
ORCA calculation (ωB97M-V/def2-TZVPD) on a cluster of 2 separate species, C4H14N4OPS in total at a distorted geometry.

Each line ends with the natural charge from an NBO analysis.
Positions of all 25 atoms, in Å:
C1 -3.0350 0.2384 -0.4718  -0.23
C2 -2.9361 -0.6377 0.7801  -0.53
C3 -0.9508 -0.8377 -0.7817  0.05
C4 0.7017 1.9916 0.2780  -0.39
N1 1.6126 -1.7847 0.5682  -1.25
N2 3.4930 0.1167 0.6044  -1.12
N3 0.6776 0.5130 0.4325  -1.12
N4 -1.7657 0.0808 -1.1921  -0.51
O1 2.2073 -0.3685 -1.4828  -1.01
P1 1.9759 -0.3483 0.0817  2.29
S1 -1.4450 -1.7217 0.5714  0.39
H1 -3.7846 -0.0627 -1.1387  0.22
H2 -3.1917 1.3110 -0.2919  0.23
H3 -2.9588 0.0330 1.6438  0.25
H4 -3.7284 -1.3402 0.9766  0.26
H5 0.0307 -0.9949 -1.2700  0.29
H6 -0.1741 2.1536 -0.4169  0.17
H7 0.5036 2.3832 1.2253  0.20
H8 1.5950 2.3019 -0.0964  0.17
H9 0.7002 -1.7547 1.0796  0.44
H10 2.3592 -2.3940 0.8219  0.43
H11 3.2946 0.3326 1.6097  0.39
H12 3.5424 1.0421 0.3358  0.39
H13 -1.6279 0.7230 -2.0308  0.45
H14 2.9041 -0.9758 -1.8359  0.53

- Total energy: -1194.39059 Ha
- Highest occupied orbital energy: -11.88 eV
- HOMO-LUMO gap: 8.7 eV
- Lowest unoccupied orbital energy: -3.13 eV
- Charge: +1

=====

Record 8
ORCA calculation (ωB97M-V/def2-TZVPD) on a cluster of 3 separate species, C4H14NO in total at a distorted geometry.

Each line ends with the natural charge from an NBO analysis.
Positions of all 20 atoms, in Å:
C1 0.7464 2.7014 -0.1731  -0.53
C2 1.9541 1.9709 0.3841  -0.61
N1 0.2804 -1.8867 0.4871  -0.36
C3 -0.3215 -2.1728 -0.7907  -0.27
C4 -1.8476 -1.8892 -0.6995  -0.55
H1 0.8008 3.7220 0.2190  0.24
H2 -0.1452 2.2269 0.3235  0.24
H3 0.5894 2.7350 -1.2512  0.23
H4 2.9080 2.3948 0.0568  0.25
H5 1.8957 2.1382 1.4620  0.22
H6 1.9322 0.8846 0.2589  0.20
H7 0.1744 -2.6757 1.1282  0.40
H8 -0.1717 -3.2289 -1.0591  0.26
H9 0.1655 -1.5770 -1.5630  0.25
H10 -1.9142 -0.8253 -0.4320  0.24
H11 -2.3735 -2.1111 -1.6322  0.26
H12 -2.3251 -2.4608 0.1017  0.23
H13 -0.0735 -0.9893 0.9145  0.40
H14 -1.5545 0.6192 1.3768  0.49
O1 -0.7200 0.4234 0.8881  -0.58

- Total energy: -290.28693 Ha
- Highest occupied orbital energy: -14.97 eV
- HOMO-LUMO gap: 5.1 eV
- Lowest unoccupied orbital energy: -9.92 eV
- Charge: +1

=====

Record 9
ORCA calculation (ωB97M-V/def2-TZVPD) on a cluster of 2 separate species, C4H14NO in total at a distorted geometry.

Each line ends with the natural charge from an NBO analysis.
Positions of all 20 atoms, in Å:
C1 1.1298 -0.1700 -0.7486  -0.22
C2 -0.1912 0.4086 -1.2441  -0.44
C3 -1.2625 -0.6633 -1.4738  -0.42
C4 -2.1135 -1.0105 -0.1911  -0.60
N1 1.0818 -0.5046 0.7520  -0.71
H1 1.4894 -1.0120 -1.3369  0.23
H2 1.8399 0.6441 -0.8770  0.22
H3 -0.5622 1.2688 -0.6805  0.22
H4 0.0629 0.7592 -2.2493  0.25
H5 -2.0362 -0.3860 -2.2007  0.23
H6 -0.8445 -1.5248 -2.0069  0.21
H7 -2.3222 -0.1331 0.4057  0.21
H8 -1.4579 -1.6835 0.3736  0.16
H9 -2.9205 -1.6523 -0.5019  0.24
H10 0.4410 -1.2904 0.7531  0.43
H11 0.8088 0.3763 1.3136  0.47
H12 2.0145 -0.7891 1.0489  0.43
H13 1.8183 2.1998 2.0694  0.52
H14 0.2688 2.0080 2.6608  0.53
O1 1.0433 1.6552 2.2067  -0.97

- Total energy: -290.54413 Ha
- Highest occupied orbital energy: -14.86 eV
- HOMO-LUMO gap: 11.6 eV
- Lowest unoccupied orbital energy: -3.25 eV
- Charge: +1

=====

Record 10
ORCA calculation (ωB97M-V/def2-TZVPD) on a cluster of 2 separate species, C4H14NO in total at a distorted geometry.

Each line ends with the natural charge from an NBO analysis.
Positions of all 20 atoms, in Å:
C1 -0.6644 0.1312 -0.8929  -0.23
C2 -0.6464 -0.0035 0.7479  -0.24
C3 -1.8970 0.7720 1.2197  -0.60
C4 -0.6574 -1.4467 1.2013  -0.65
N1 0.6283 -0.4552 -1.4946  -0.70
H1 -1.4725 -0.5884 -1.2460  0.24
H2 -0.7579 1.2369 -1.2383  0.25
H3 0.1427 0.6924 1.2064  0.22
H4 -2.4379 0.9772 0.2891  0.20
H5 -2.5018 0.1624 1.7895  0.22
H6 -1.8271 1.7595 1.6652  0.24
H7 -0.5521 -2.2323 0.3602  0.20
H8 -1.5461 -1.7682 1.8300  0.25
H9 0.2406 -1.6971 1.7668  0.24
H10 1.0201 0.3109 -2.1176  0.46
H11 1.4292 -0.8094 -0.9409  0.46
H12 0.4443 -1.1446 -2.1612  0.42
H13 3.1778 0.3394 -0.0801  0.49
H14 2.1947 1.5656 0.0320  0.49
O1 2.6549 0.9579 -0.5436  -0.97

- Total energy: -290.50171 Ha
- Highest occupied orbital energy: -15.07 eV
- HOMO-LUMO gap: 11.6 eV
- Lowest unoccupied orbital energy: -3.47 eV
- Charge: +1

=====

Record 11
ORCA calculation (ωB97M-V/def2-TZVPD) on a cluster of 2 separate species, C4H14NO in total at a distorted geometry.

Each line ends with the natural charge from an NBO analysis.
Positions of all 20 atoms, in Å:
C1 -1.5560 -0.3798 1.3917  -0.64
C2 -0.6642 0.4743 0.4337  -0.04
C3 -0.5064 0.1152 -1.0085  -0.43
C4 -0.0580 1.2748 -1.9703  -0.61
N1 0.7303 0.5077 1.0079  -0.71
H1 -2.4222 -0.7830 0.9523  0.25
H2 -0.9277 -1.1865 1.8511  0.22
H3 -1.9678 0.2215 2.2992  0.24
H4 -0.9949 1.5208 0.4361  0.22
H5 -1.4456 -0.3567 -1.1930  0.24
H6 0.2576 -0.7258 -1.1847  0.20
H7 0.1126 0.6981 -2.8407  0.23
H8 0.7941 1.8130 -1.6106  0.19
H9 -0.7985 1.9856 -2.2182  0.23
H10 1.0663 -0.4511 0.7503  0.48
H11 0.6776 0.8465 1.9624  0.44
H12 1.3671 1.1249 0.4953  0.43
H13 2.2031 -2.6810 0.7573  0.50
H14 2.2067 -2.1119 -0.6026  0.50
O1 1.9259 -1.9063 0.2912  -0.96

- Total energy: -290.54277 Ha
- Highest occupied orbital energy: -15.86 eV
- HOMO-LUMO gap: 12.8 eV
- Lowest unoccupied orbital energy: -3.06 eV
- Charge: +1

=====

Record 12
ORCA calculation (ωB97M-V/def2-TZVPD) on a cluster of 2 separate species, C4H14NO in total at a distorted geometry.

Each line ends with the natural charge from an NBO analysis.
Positions of all 20 atoms, in Å:
C1 -0.9821 -0.1049 -1.1073  -0.20
C2 -1.1769 0.4448 0.3500  -0.40
C3 -0.6328 1.8582 0.5311  -0.40
C4 0.8945 1.8609 0.5687  -0.64
N1 0.5099 -0.6902 -1.1418  -0.78
H1 -1.1037 0.5815 -1.8946  0.22
H2 -1.7494 -0.8883 -1.4054  0.23
H3 -0.6391 -0.1747 0.9765  0.19
H4 -2.1026 0.4983 0.6035  0.23
H5 -1.0419 2.4228 1.4618  0.24
H6 -0.9724 2.4397 -0.4109  0.21
H7 1.3390 1.8206 -0.5200  0.19
H8 1.2469 2.7096 1.1925  0.26
H9 1.4129 1.0343 1.1240  0.20
H10 1.1804 -0.0075 -0.7351  0.45
H11 0.5466 -1.5573 -0.3385  0.48
H12 0.6746 -1.0603 -2.0988  0.44
H13 0.8511 -2.6985 1.7360  0.53
H14 0.8038 -3.5100 0.2971  0.52
O1 0.9209 -2.6416 0.7437  -0.97

- Total energy: -290.50699 Ha
- Highest occupied orbital energy: -15.10 eV
- HOMO-LUMO gap: 11.9 eV
- Lowest unoccupied orbital energy: -3.24 eV
- Charge: +1

=====

- Which value of total energy does entry 5 give?
  -379.78887 Ha